Entry from the OMol25 dataset: a structure of composition C3H4ClNOS (ωB97M-V/def2-TZVPD).

Output
Frontier orbital gap ... 0.3334 hartree
LUMO level ... 0.0053 hartree
HOMO level ... -8.9 eV

Last column: natural (NBO) charge in e.
Atoms and positions in Å:
C -1.378 -0.409 0.973  0.697
C -0.797 -0.885 -0.858  0.049
C -1.555 0.113 -0.449  -0.264
N -0.623 -1.480 0.412  -0.679
O -1.504 -0.105 2.132  -0.497
S 1.233 1.535 1.242  -0.312
Cl -2.441 1.426 -1.025  0.069
H -0.140 -1.112 -1.735  0.227
H 2.186 1.188 0.330  0.141
H 0.399 -1.763 0.663  0.396
H 0.412 2.312 0.308  0.174

Atoms 1-3, force components in eV/Å:
C 0.8890 0.6357 2.0658
C 2.1117 0.0986 -1.6414
C -1.3308 0.8442 0.8373